# 1
{
  "formula": "C5H5GaO4",
  "method": "the ωB97M-V functional and the def2-TZVPD basis",
  "spin_multiplicity": 2,
  "largest_force_ev_per_a": 2.97,
  "charge": -1,
  "lumo_energy_ha": [0.121, 0.062],
  "de_lowest_ev": 0.0000,
  "symbols": ["O", "C", "C", "O", "C", "O", "O", "Ga", "H", "H", "H", "C", "C", "H", "H"],
  "xyz": [[-0.308, 1.894, -0.341], [-1.108, 0.967, -0.978], [-0.947, -0.462, -0.439], [0.082, -1.096, -0.723], [2.152, -0.003, 0.081], [1.654, 0.013, 1.237], [2.811, -1.127, -0.251], [1.203, 1.735, 0.382], [-0.887, 0.899, -2.063], [-2.182, 1.238, -0.893], [2.379, -1.888, 0.181], [-1.986, -1.067, 0.410], [-3.257, -0.623, 0.636], [-1.622, -2.004, 0.868], [-3.403, 0.329, 0.082]],
  "nbo_charge": [-0.946, -0.140, 0.509, -0.680, 0.413, -0.744, -0.706, 1.195, 0.154, 0.183, 0.493, -0.519, -0.457, 0.168, 0.074]
}


# 2
{
  "formula": "C2H7N5",
  "method": "the ωB97M-V functional and the def2-TZVPD basis",
  "largest_force_ev_per_a": 4.38,
  "lumo_energy_ha": [0.023, -0.014],
  "de_lowest_ev": 5.9338,
  "symbols": ["C", "C", "N", "N", "N", "N", "N", "H", "H", "H", "H", "H", "H", "H"],
  "xyz": [[1.099, 0.471, 1.016], [-0.323, 0.824, 0.391], [1.968, -0.091, 0.449], [-0.476, -0.034, -0.740], [-0.096, -1.321, -0.728], [-0.187, 0.627, -1.982], [-0.398, -1.829, 0.465], [1.052, 0.895, 2.007], [-1.045, 0.678, 1.263], [-0.529, 1.785, 0.149], [-0.268, -0.049, -2.730], [0.768, 0.938, -1.855], [-0.617, -1.171, 1.169], [0.218, -2.637, 0.711]],
  "nbo_charge": [-0.077, -0.323, -0.404, -0.056, -0.006, -0.639, -0.601, 0.163, 0.203, 0.242, 0.378, 0.359, 0.361, 0.400]
}


# 3
{
  "formula": "C4H7NO",
  "method": "the ωB97M-V functional and the def2-TZVPD basis",
  "largest_force_ev_per_a": 1.10,
  "lumo_energy_ha": [0.016, 0.011],
  "de_lowest_ev": 4.8898,
  "symbols": ["C", "C", "O", "C", "C", "N", "H", "H", "H", "H", "H", "H", "H"],
  "xyz": [[1.243, -1.608, 0.302], [0.297, -0.663, -0.361], [-0.654, -0.161, 0.403], [-1.672, 0.545, 0.046], [0.347, 2.356, -0.755], [0.102, 3.468, -0.950], [0.874, -2.645, 0.325], [2.200, -1.613, -0.229], [1.432, -1.296, 1.334], [0.060, -0.728, -1.424], [0.678, 1.317, -0.614], [-2.254, 0.963, 0.853], [-1.921, 0.640, -1.006]],
  "nbo_charge": [-0.668, 0.007, -0.354, -0.102, 0.050, -0.335, 0.212, 0.226, 0.228, 0.165, 0.218, 0.187, 0.166]
}